a:
10
Properties=species:S:1:pos:R:3:nbo_charge:R:1 method="wB97M-V/def2-TZVPD" total_charge=-1 homo_lumo_gap_ha=0.2476 lumo_ev=4.615
O 0.10783 -1.96937 1.46385 -1.369
H 0.12708 -1.91804 2.43323 0.386
C -0.80325 0.54281 -0.47172 -0.615
C 0.72884 0.49450 -0.49770 -0.634
H -1.13284 0.32171 0.53948 0.244
H -1.17023 -0.26057 -1.12188 0.198
H -1.24834 1.46289 -0.84713 0.162
H 1.11234 -0.07882 -1.34689 0.182
H 1.20524 1.47590 -0.52760 0.162
H 1.07332 -0.07102 0.37635 0.284

=====

b:
10
Properties=species:S:1:pos:R:3:nbo_charge:R:1 method="wB97M-V/def2-TZVPD" total_charge=-1 homo_lumo_gap_ha=0.2523 lumo_ev=4.841
C -0.93873 1.21063 -0.67762 -0.205
O -1.33211 -0.08441 -0.51807 -0.968
H -0.15791 1.36570 -1.45841 0.081
H -1.78240 1.90814 -0.92083 0.086
H -0.51994 1.64654 0.27045 0.075
C 0.95227 -1.22613 0.66334 -0.929
H 1.68551 -0.97430 -0.10152 0.183
H -0.08061 -0.95320 0.24673 0.331
H 1.16699 -0.61396 1.54062 0.177
H 1.00692 -2.27903 0.95533 0.169

=====

Which of them is most stable, and which least? Most stable: a; least stable: b.

=====

a:
8
Properties=species:S:1:pos:R:3:nbo_charge:R:1 method="wB97M-V/def2-TZVPD" s2=2.0082 homo_lumo_gap_ha="0.2602 / 0.2325" lumo_ev="0.335 / -4.164" multiplicity=3
C -0.30196 -0.52952 0.63300 -0.350
N -0.11855 0.31510 -0.30780 -0.200
N 1.04067 1.02160 -0.68926 0.612
O 2.00091 0.42355 -1.05532 -0.326
O 0.88146 2.19760 -0.73713 -0.347
S -1.80672 -1.37269 0.98936 0.287
H 0.53422 -0.62069 1.39984 0.203
H -2.23003 -1.43496 -0.23268 0.121

=====

b:
8
Properties=species:S:1:pos:R:3:nbo_charge:R:1 method="wB97M-V/def2-TZVPD" s2=2.0138 homo_lumo_gap_ha="0.3449 / 0.2314" lumo_ev="0.397 / -5.426" multiplicity=3
C 1.52484 -1.31130 -0.11137 0.283
N 2.39946 -2.03863 -0.08126 -0.374
N -1.42777 0.31251 0.16069 -1.013
O 0.28872 1.15601 -1.36633 -0.811
O 0.54334 1.37699 1.22391 -0.845
S 0.24224 0.71391 0.02203 1.949
H -1.85173 -0.15209 0.93190 0.407
H -1.71911 -0.05739 -0.77957 0.403

=====

Which of them is most stable, and which least? Most stable: b; least stable: a.

=====

a:
21
Properties=species:S:1:pos:R:3:nbo_charge:R:1 method="wB97M-V/def2-TZVPD" homo_lumo_gap_ha=0.3177 lumo_ev=0.790
N 3.57078 -1.05625 0.08309 -0.819
C 2.25300 -0.45276 -0.06713 0.180
C 2.20084 0.99426 -0.18941 -0.253
C 1.00115 1.65469 -0.08646 -0.163
C -0.22908 0.99177 -0.08233 -0.096
C -1.47845 1.72746 0.06365 -0.152
C -2.66234 0.94021 0.08992 -0.259
C -2.60638 -0.46438 0.02025 0.303
O -3.87614 -1.05205 0.00373 -0.688
C -1.44147 -1.14521 -0.09278 -0.280
C -0.23066 -0.43629 -0.15860 -0.019
C 1.01986 -1.11370 -0.11645 -0.267
H 4.21633 -0.53438 0.64274 0.376
H 3.62479 -2.03505 0.36955 0.378
H 3.19336 1.55255 -0.07640 0.210
H 1.03549 2.73945 -0.01734 0.212
H -1.58200 2.78649 -0.01498 0.218
H -3.65225 1.33201 0.14955 0.224
H -3.88443 -1.98336 -0.18265 0.481
H -1.48411 -2.21383 -0.29506 0.208
H 1.01172 -2.23164 -0.04291 0.206

=====

b:
21
Properties=species:S:1:pos:R:3:nbo_charge:R:1 method="wB97M-V/def2-TZVPD" homo_lumo_gap_ha=0.2994 lumo_ev=0.263
C 2.13622 -0.23418 -0.08739 0.141
C 1.77636 -1.62306 0.01323 -0.218
C 0.35907 -1.80897 0.10075 -0.192
C -0.54402 -0.78694 0.04807 -0.068
C -2.00580 -0.78821 -0.09876 0.310
C -2.45856 0.38706 -0.01554 -0.319
C -2.13049 1.79546 -0.10291 -0.180
C -0.83219 1.82036 0.12900 -0.183
C -0.04686 0.72314 0.03528 -0.054
C 1.30468 0.87024 -0.09209 -0.226
H 3.78464 1.11913 -0.42437 0.365
H 4.20879 -0.19445 0.96039 0.363
H 2.44571 -2.39174 -0.07125 0.226
H -0.21669 -2.74729 0.37804 0.236
H -3.81717 -1.81667 -0.47204 0.482
H -3.44907 0.37020 0.25048 0.205
H -2.76382 2.69859 -0.12801 0.236
H -0.31926 2.85752 0.48854 0.201
H 1.74278 1.83220 -0.59954 0.214
N 3.59496 0.00075 -0.19740 -0.835
O -2.76927 -2.08312 -0.11448 -0.704

=====

c:
21
Properties=species:S:1:pos:R:3:nbo_charge:R:1 method="wB97M-V/def2-TZVPD" homo_lumo_gap_ha=0.2895 lumo_ev=0.250
C 0.72853 -1.29772 0.68977 0.199
C 1.87080 -0.74384 1.36342 -0.257
C 2.13359 0.57383 1.01964 -0.206
C 1.49903 1.25624 0.03045 -0.231
C 0.18613 0.84941 -0.42468 -0.109
C -0.80319 1.70071 -1.03609 0.350
C -1.97452 1.15601 -1.53576 -0.295
C -2.22366 -0.10815 -1.18395 -0.179
C -1.48929 -0.98355 -0.46452 -0.240
C -0.22940 -0.47107 -0.01694 -0.067
H -0.33022 -2.99761 1.56919 0.397
H 1.56727 -3.57208 0.86518 0.399
H 2.35186 -1.41099 2.10458 0.230
H 2.82945 0.98185 1.82705 0.220
H 1.73156 2.20329 -0.31962 0.198
H 0.13091 3.16645 -0.38612 0.482
H -2.70043 1.81845 -1.80829 0.221
H -3.25727 -0.40581 -1.51592 0.199
H -2.01409 -1.97840 -0.42894 0.240
N 0.48839 -2.74386 0.83542 -0.895
O -0.49546 3.00683 -1.18387 -0.658

=====

Which of them is most stable, and which least? Most stable: a; least stable: b.

=====

a:
32
Properties=species:S:1:pos:R:3:nbo_charge:R:1 method="wB97M-V/def2-TZVPD" homo_lumo_gap_ha=0.3899 lumo_ev=0.370
Br -2.72466 -1.87998 2.51632 -0.011
C -0.86505 -1.75418 3.05759 -0.451
C -0.78329 -1.00721 4.38214 -0.440
Br 1.10156 -0.76564 4.77882 -0.012
H -0.35648 -1.17110 2.30021 0.226
H -0.47977 -2.76151 3.15908 0.227
H -1.21119 -1.58874 5.19059 0.226
H -1.23911 -0.02597 4.30865 0.229
Br -0.06379 -1.32296 -3.49538 -0.014
C -0.82744 -0.69489 -5.15792 -0.450
C -0.12008 -1.28597 -6.35869 -0.475
Br -0.73016 -3.04949 -6.78354 0.016
H -0.79170 0.38984 -5.14679 0.230
H -1.86325 -1.02268 -5.14790 0.231
H 0.95359 -1.31440 -6.17257 0.230
H -0.22416 -0.65746 -7.24126 0.230
Br -1.68275 4.46344 -0.09341 -0.014
C -1.16624 4.49934 1.78464 -0.441
C -1.12265 3.10060 2.32957 -0.455
Br -0.15639 3.07749 4.01130 -0.008
H -1.92000 5.10751 2.27515 0.227
H -0.20515 4.99669 1.85917 0.230
H -0.60275 2.41608 1.66633 0.233
H -2.10946 2.68258 2.50891 0.227
Br 0.77569 0.30955 0.10101 -0.012
C 2.12962 -0.99997 0.57303 -0.441
C 2.71680 -1.58195 -0.69070 -0.457
Br 3.83332 -3.09367 -0.26572 0.007
H 1.63298 -1.75489 1.17331 0.225
H 2.89077 -0.50581 1.16927 0.231
H 3.28968 -0.85527 -1.25767 0.229
H 1.92151 -1.94939 -1.33354 0.226

=====

b:
32
Properties=species:S:1:pos:R:3:nbo_charge:R:1 method="wB97M-V/def2-TZVPD" homo_lumo_gap_ha=0.3780 lumo_ev=0.312
Br -0.99924 0.00337 4.81448 0.028
C 0.26092 -0.75925 3.57422 -0.486
C 1.23068 -1.73226 4.22652 -0.446
Br 2.54302 -2.48366 2.98794 0.003
H 0.67089 -0.08795 2.81677 0.229
H -0.34445 -1.32279 2.85265 0.222
H 0.65362 -2.54397 4.65954 0.227
H 1.72043 -1.17118 5.02116 0.223
Br 0.75392 1.25359 -1.31727 -0.045
C 0.80227 -0.63127 -0.67518 -0.415
C -0.65185 -1.07606 -0.52679 -0.450
Br -0.62116 -3.04862 -0.44965 -0.019
H 1.31441 -0.59348 0.27536 0.225
H 1.32384 -1.23083 -1.41330 0.235
H -1.22660 -0.78554 -1.40314 0.225
H -1.16386 -0.61816 0.31434 0.240
Br 3.82519 -1.30129 -3.71141 -0.016
C 2.66688 0.20360 -4.18711 -0.458
C 3.36851 1.10442 -5.20007 -0.428
Br 2.11264 2.54772 -5.58635 -0.023
H 2.51320 0.82405 -3.30902 0.239
H 1.70960 -0.11056 -4.59150 0.228
H 3.66792 0.60292 -6.11483 0.226
H 4.18839 1.67696 -4.77896 0.226
Br -3.82315 -0.80319 1.86821 -0.022
C -4.30711 1.10432 1.90817 -0.440
C -3.47757 1.91183 0.94437 -0.442
Br -1.58199 1.90439 1.50724 -0.008
H -4.28223 1.43163 2.94372 0.233
H -5.36195 1.14884 1.63496 0.229
H -3.88037 2.92459 1.01887 0.230
H -3.60483 1.65783 -0.10394 0.232

=====

Which of them is most stable, and which least? Most stable: a; least stable: b.

=====

a:
24
Properties=species:S:1:pos:R:3:nbo_charge:R:1 method="wB97M-V/def2-TZVPD" homo_lumo_gap_ha=0.3400 lumo_ev=0.923
C 2.41234 0.26048 2.20271 -0.634
C 1.30068 -0.52066 1.51413 0.013
C -0.01002 -0.08254 1.68943 -0.234
C -1.00132 -0.73284 0.99342 -0.203
C -0.74299 -1.81776 0.19772 -0.232
C 0.59053 -2.22083 -0.05310 -0.196
C 1.60889 -1.54966 0.61809 -0.229
H 1.96861 0.50111 3.18139 0.210
H 2.58381 1.21087 1.71665 0.226
H 3.28201 -0.35670 2.41624 0.218
H -0.18067 0.72335 2.39156 0.212
H -2.01886 -0.41516 1.17592 0.209
H -1.60104 -2.32618 -0.20588 0.211
H 0.75021 -2.84542 -0.92108 0.215
H 2.62180 -1.92841 0.54131 0.212
C -1.91560 1.86735 -0.74660 -0.744
S -0.72602 2.35840 -2.01235 0.146
C -0.62000 0.85077 -3.11109 -0.724
H -1.37520 1.70094 0.17519 0.220
H -2.70472 2.61437 -0.64712 0.220
H -2.48036 1.00270 -1.09673 0.222
H 0.45167 0.67101 -3.11404 0.224
H -1.03988 1.09442 -4.08171 0.215
H -1.15389 -0.05959 -2.82406 0.222

=====

b:
24
Properties=species:S:1:pos:R:3:nbo_charge:R:1 method="wB97M-V/def2-TZVPD" homo_lumo_gap_ha=0.3420 lumo_ev=0.812
C 0.69387 1.88747 -0.71606 -0.633
C 1.24692 0.57625 -0.21672 -0.004
C 0.43222 -0.33355 0.46636 -0.221
C 0.94743 -1.53271 0.95867 -0.204
C 2.29441 -1.84328 0.77215 -0.227
C 3.11813 -0.94809 0.08972 -0.205
C 2.59508 0.24896 -0.39945 -0.223
H -0.37430 1.78301 -0.97043 0.218
H 1.23921 2.21765 -1.61617 0.216
H 0.79615 2.66304 0.06151 0.224
H -0.63012 -0.09808 0.61333 0.210
H 0.28936 -2.23318 1.48960 0.214
H 2.70236 -2.78772 1.15584 0.214
H 4.17854 -1.18573 -0.06728 0.214
H 3.24879 0.94660 -0.93942 0.209
C 3.20390 5.10465 3.49135 -0.754
S 1.80550 4.46381 4.42706 0.195
C 2.49281 2.85283 4.84433 -0.754
H 2.94764 6.12057 3.14664 0.232
H 3.42057 4.47820 2.60975 0.212
H 4.11287 5.16304 4.11342 0.212
H 2.72172 2.26517 3.93943 0.215
H 3.41403 2.95001 5.44309 0.211
H 1.74273 2.30499 5.43919 0.232

=====

c:
24
Properties=species:S:1:pos:R:3:nbo_charge:R:1 method="wB97M-V/def2-TZVPD" homo_lumo_gap_ha=0.3298 lumo_ev=0.919
C -1.68324 2.21986 -0.20585 -0.636
C -1.21587 1.04760 -0.98968 -0.054
C -0.16423 1.24899 -1.91368 -0.220
C 0.28833 0.05694 -2.58513 -0.195
C -0.33508 -1.17861 -2.31838 -0.233
C -1.40836 -1.34113 -1.43548 -0.209
C -1.77690 -0.21349 -0.64455 -0.207
H -2.74968 2.38311 -0.23735 0.220
H -1.37289 3.24224 -0.86731 0.213
H -1.59377 2.08886 0.84957 0.226
H 0.54511 2.16670 -2.10401 0.231
H 1.05830 0.14480 -3.26313 0.202
H 0.05741 -2.02402 -2.91909 0.211
H -1.65427 -2.37711 -0.93226 0.221
H -2.62732 -0.41147 0.10258 0.225
C 2.19728 -1.66354 2.26043 -0.807
S 0.88497 -0.65093 1.75042 0.226
C 1.21911 0.99033 2.33244 -0.767
H 2.84010 -1.32296 3.10096 0.231
H 1.87002 -2.79540 2.33250 0.243
H 2.92666 -1.71164 1.34871 0.213
H 0.73154 1.67661 1.74233 0.228
H 2.26604 1.40106 2.42663 0.223
H 0.81699 0.95246 3.41238 0.215

=====

Which of them is most stable, and which least? Most stable: b; least stable: c.

=====

a:
8
Properties=species:S:1:pos:R:3:nbo_charge:R:1 method="wB97M-V/def2-TZVPD" homo_lumo_gap_ha=0.3222 lumo_ev=0.245
C 0.06646 -0.49083 0.26486 0.480
C -1.25478 0.12986 0.09205 -0.719
N 1.15137 -1.04717 0.46436 -0.260
N 1.67072 -0.29871 -0.78573 -0.371
Cl 2.76975 0.98388 -0.28514 0.035
H -1.29092 0.18393 -1.01056 0.284
H -1.25053 1.15124 0.58731 0.278
H -1.86208 -0.61221 0.67283 0.273

=====

b:
8
Properties=species:S:1:pos:R:3:nbo_charge:R:1 method="wB97M-V/def2-TZVPD" homo_lumo_gap_ha=0.3266 lumo_ev=-0.676
C -0.09942 -0.13210 0.77669 0.258
C 0.98358 0.26988 -0.03115 -0.800
N -1.21732 -1.67552 0.09796 -0.010
N -1.25063 -0.51311 0.23347 -0.077
Cl -2.60461 0.77912 -0.25434 -0.171
H 0.93753 0.55915 -1.18760 0.218
H 1.80261 -0.51665 -0.06012 0.298
H 1.44826 1.22923 0.42508 0.285

=====

Which of them is most stable, and which least? Most stable: a; least stable: b.

=====

a:
8
Properties=species:S:1:pos:R:3:nbo_charge:R:1 method="wB97M-V/def2-TZVPD" homo_lumo_gap_ha=0.3841 lumo_ev=0.157
C -0.85482 -0.21921 -0.13380 -0.676
C 0.58139 0.09075 0.07964 0.134
Cl 1.71624 -0.96165 -0.92167 -0.089
N 1.20582 0.57059 1.26223 -0.052
N 1.02466 1.43391 0.40315 -0.046
H -1.35798 0.72016 -0.40378 0.236
H -1.35871 -0.73695 0.75849 0.240
H -0.95659 -0.89760 -1.04427 0.253

=====

b:
8
Properties=species:S:1:pos:R:3:nbo_charge:R:1 method="wB97M-V/def2-TZVPD" homo_lumo_gap_ha=0.3563 lumo_ev=-0.087
C 0.41879 0.69832 0.09946 0.341
C -1.39000 -0.25479 -0.01453 -0.441
N 1.29832 1.49724 -0.28591 -0.222
N 1.64019 0.35727 0.63176 -0.295
Cl 2.49364 -1.02359 -0.18905 -0.032
H -1.11018 -0.79866 0.81049 0.214
H -1.04651 -0.69445 -0.91753 0.217
H -2.30426 0.21867 -0.13468 0.218

=====

Which of them is most stable, and which least? Most stable: a; least stable: b.